{
  "formula": "C3H5Cl",
  "method": "ωB97M-V/def2-TZVPD",
  "total_charge": 0,
  "de_lowest_kcal_mol": 21.38,
  "lumo_ev": 1.0,
  "orbital_gap_ev": 10.3,
  "smiles": "C=C(C)Cl",
  "e_tot_ha": -577.439124,
  "homo_energy_ev": -9.3567,
  "elements": ["C", "C", "C", "Cl", "H", "H", "H", "H", "H"],
  "positions_angstrom": [[0.2680, -1.6086, 0.0425], [0.8472, -0.2888, -0.0285], [0.1591, 1.0734, -0.0330], [2.6057, 0.0791, 0.0057], [1.0278, -2.3339, 0.0769], [-0.8369, -1.5205, 0.0620], [0.5537, 1.8728, -0.5890], [-0.9720, 0.9572, -0.2533], [0.0732, 1.5470, 0.9022]],
  "forces_ev_per_a": [[1.507, 7.325, -0.407], [-1.229, -1.982, 0.393], [-3.459, -2.073, -0.189], [-0.750, -1.012, -0.044], [-0.071, -1.576, 0.110], [0.975, -1.071, -0.039], [0.835, 0.351, -1.524], [1.744, 0.022, -0.221], [0.449, 0.015, 1.921]]
}

{
  "formula": "C25H42BrNOP2Zn",
  "method": "ωB97M-V/def2-TZVPD",
  "total_charge": 2,
  "de_lowest_kcal_mol": 68.62,
  "lumo_ev": [-8.6, -8.7],
  "orbital_gap_ev": [3.8, 3.7],
  "e_tot_ha": -6143.191414,
  "homo_energy_ev": [-12.4220, -12.4218],
  "elements": ["N", "C", "C", "C", "C", "C", "C", "Zn", "P", "C", "C", "C", "C", "C", "C", "C", "Br", "H", "H", "H", "H", "H", "H", "H", "H", "H", "H", "P", "C", "C", "H", "H", "H", "H", "H", "C", "C", "H", "H", "H", "H", "H", "C", "C", "H", "H", "H", "H", "H", "C", "C", "H", "H", "H", "H", "H", "C", "C", "H", "H", "H", "H", "H", "C", "C", "H", "H", "H", "H", "H", "O", "H", "H"],
  "positions_angstrom": [[5.8299, -1.2986, -4.0928], [6.1417, -1.4854, -2.8129], [5.3324, -1.0002, -1.7810], [4.0853, -0.4017, -2.0841], [3.8199, -0.1457, -3.4634], [4.7234, -0.6327, -4.4187], [3.0790, -0.2344, -1.0490], [0.9243, 0.4443, 0.1993], [-3.3757, -1.1709, 1.7531], [1.7124, -0.6212, -1.2615], [1.1913, -1.9855, -0.9881], [0.2492, -2.5426, -1.8710], [-0.3850, -3.7319, -1.5563], [-0.0173, -4.4385, -0.3972], [0.9979, -3.9295, 0.4455], [1.6207, -2.7169, 0.1302], [-0.8695, -6.0277, 0.0183], [3.4474, 0.0969, -0.0668], [1.2559, -0.1653, -2.1463], [5.6356, -1.1794, -0.7536], [2.9396, 0.3860, -3.7948], [7.0531, -2.0436, -2.5963], [4.5197, -0.4922, -5.4838], [-0.0151, -1.9978, -2.7888], [2.4689, -2.3977, 0.7468], [-1.1920, -4.1188, -2.1759], [1.3125, -4.4686, 1.3416], [0.0905, 2.5004, 0.0617], [-2.4292, -2.7429, 1.7034], [-3.3989, -3.9257, 1.6781], [-1.7888, -2.7611, 2.5976], [-1.7751, -2.7255, 0.8205], [-2.8634, -4.8740, 1.7613], [-4.1074, -3.8566, 2.5100], [-3.9728, -3.9581, 0.7476], [-3.3148, -0.5655, 0.0292], [-4.7546, -0.3198, -0.4492], [-2.8078, -1.3275, -0.5835], [-2.7176, 0.3623, 0.0039], [-4.7663, -0.0192, -1.5038], [-5.3673, -1.2275, -0.3483], [-5.2369, 0.4692, 0.1431], [-2.4118, -0.0067, 2.7346], [-3.1184, 0.2670, 4.0682], [-2.2948, 0.9156, 2.1480], [-1.4214, -0.4531, 2.8892], [-2.6700, 1.1289, 4.5733], [-4.1846, 0.4738, 3.9124], [-3.0527, -0.5906, 4.7486], [-0.3342, 3.1307, 1.7167], [-0.5403, 4.6421, 1.8148], [0.4686, 2.8259, 2.4032], [-1.2459, 2.6045, 2.0378], [0.4025, 5.1737, 1.9908], [-1.0118, 5.0670, 0.9203], [-1.1897, 4.8651, 2.6716], [-1.4465, 2.7567, -0.8979], [-1.4380, 2.1745, -2.3132], [-1.6368, 3.8440, -0.9206], [-2.2601, 2.2973, -0.3091], [-0.6806, 2.6629, -2.9398], [-1.2613, 1.0890, -2.3204], [-2.4247, 2.3486, -2.7680], [1.3206, 3.6707, -0.6197], [2.6330, 3.6459, 0.1595], [0.8752, 4.6770, -0.6498], [1.4873, 3.3767, -1.6653], [3.4616, 3.9577, -0.4869], [2.5917, 4.3218, 1.0211], [2.8963, 2.6447, 0.5265], [1.5367, -0.1502, 2.1228], [2.4161, -0.5099, 2.3459], [1.2591, 0.4198, 2.8613]],
  "forces_ev_per_a": [[0.253, -0.218, 0.019], [-0.614, 0.343, -0.139], [-0.222, 0.044, 0.597], [-0.040, 1.365, -1.392], [0.532, -0.971, 0.116], [-0.599, 0.456, 0.575], [0.731, -1.028, -0.666], [-0.347, -0.446, 0.680], [-1.706, -0.820, 0.178], [0.710, 1.151, -0.540], [-0.107, -0.522, 0.643], [-0.254, 0.749, 0.183], [0.145, -0.486, 0.461], [0.665, 1.176, -0.002], [-0.010, 0.095, -0.466], [-0.512, -0.734, 0.078], [-0.104, -0.436, 0.076], [0.319, -1.217, 0.018], [0.698, -0.824, -0.731], [-0.107, 0.042, -0.054], [-0.095, -0.035, 0.077], [-0.206, 0.224, -0.032], [0.165, -0.002, 0.347], [0.031, -0.269, 0.491], [-0.397, 0.043, -0.187], [0.330, 0.034, -0.016], [-0.157, 0.017, -0.397], [-1.214, 2.031, 0.195], [0.331, 0.262, 0.032], [0.134, -0.208, 0.110], [-0.123, -0.175, -0.141], [0.047, -0.190, 0.177], [-0.084, 0.102, 0.016], [0.105, 0.002, -0.171], [0.013, 0.078, 0.079], [0.091, 0.010, -0.177], [0.081, 0.137, -0.391], [-0.130, 0.267, -0.033], [-0.123, -0.242, -0.201], [-0.093, -0.010, 0.144], [0.252, 0.272, 0.009], [0.116, -0.217, -0.125], [0.611, 0.258, 0.216], [0.121, 0.242, 0.188], [-0.066, -0.113, 0.171], [0.204, 0.271, 0.142], [-0.066, -0.111, 0.054], [0.288, -0.023, -0.024], [0.001, 0.127, -0.218], [0.080, -0.087, 0.439], [-0.056, 0.402, 0.132], [-0.188, 0.026, -0.030], [0.327, 0.044, -0.149], [-0.181, -0.140, -0.154], [0.035, -0.079, 0.239], [0.163, -0.034, -0.273], [-0.231, -0.217, 0.080], [-0.092, 0.098, -0.145], [0.117, -0.386, 0.036], [0.301, 0.249, -0.166], [-0.201, -0.140, 0.067], [-0.045, 0.230, 0.069], [0.397, -0.077, 0.050], [-0.012, -0.377, -0.376], [0.317, 0.257, 0.003], [0.067, -0.343, 0.087], [-0.055, 0.052, 0.156], [-0.175, 0.063, 0.231], [0.084, -0.218, -0.142], [-0.081, 0.035, 0.012], [0.227, 0.330, -0.044], [-0.490, 0.088, -0.002], [0.093, -0.280, -0.092]]
}

{
  "formula": "C4H7NO",
  "method": "ωB97M-V/def2-TZVPD",
  "total_charge": 0,
  "de_lowest_kcal_mol": 109.87,
  "lumo_ev": [-1.6, -0.1],
  "orbital_gap_ev": [7.0, 8.9],
  "e_tot_ha": -286.456557,
  "homo_energy_ev": [-8.5550, -9.0674],
  "elements": ["C", "C", "N", "C", "C", "O", "H", "H", "H", "H", "H", "H", "H"],
  "positions_angstrom": [[-1.0483, -0.4852, 1.1436], [-0.3391, -0.5769, -0.1998], [-0.9300, 0.2539, -1.1650], [1.1215, -0.1660, -0.2319], [1.3018, 1.1891, -0.3510], [0.4022, 1.9696, -0.7691], [-1.0419, 0.5587, 1.4704], [-0.5473, -1.0978, 1.8992], [-2.0903, -0.8122, 1.0523], [-0.3164, -1.6262, -0.5631], [-0.5100, -0.0048, -2.0703], [1.9275, -0.8728, -0.1033], [2.2513, 1.5991, 0.0379]],
  "forces_ev_per_a": [[0.131, 0.042, 0.153], [0.612, -0.465, 0.028], [-1.019, -0.393, -0.695], [-0.409, -0.892, 0.376], [-0.319, 1.531, -0.470], [1.213, -0.545, 0.366], [-0.016, -0.125, -0.006], [-0.069, 0.074, -0.078], [0.225, 0.055, -0.065], [-0.159, 0.209, 0.007], [-0.023, 0.414, 0.264], [0.048, 0.023, 0.170], [-0.215, 0.073, -0.051]]
}

{
  "formula": "C55H44ClN5O2S3Ti",
  "method": "ωB97M-V/def2-TZVPD",
  "total_charge": 1,
  "de_lowest_kcal_mol": 0.00,
  "lumo_ev": [-2.4, -3.9],
  "s2": 0.757,
  "orbital_gap_ev": [7.3, 5.7],
  "e_tot_ha": -5050.478321,
  "multiplicity": 2,
  "homo_energy_ev": [-9.6744, -9.6631],
  "elements": ["Ti", "Cl", "C", "C", "C", "C", "O", "C", "C", "O", "C", "H", "H", "H", "H", "N", "S", "N", "S", "N", "S", "N", "C", "C", "C", "C", "C", "C", "C", "C", "C", "C", "C", "C", "C", "C", "C", "C", "C", "C", "C", "C", "C", "C", "C", "C", "C", "C", "C", "C", "C", "C", "C", "C", "C", "C", "C", "C", "H", "H", "H", "H", "H", "H", "H", "H", "H", "H", "H", "H", "H", "H", "H", "H", "H", "H", "H", "H", "H", "H", "H", "H", "H", "H", "H", "H", "H", "H", "C", "C", "C", "C", "C", "C", "N", "C", "C", "C", "C", "C", "C", "H", "H", "H", "H", "H", "H", "H", "H", "H", "H"],
  "positions_angstrom": [[0.5867, 0.0247, -0.9055], [6.5197, 4.1524, -1.5701], [5.1528, 3.0955, -1.7354], [5.2980, 1.8792, -2.4121], [4.2321, 1.0215, -2.5553], [2.9832, 1.3420, -2.0020], [1.9714, 0.5162, -2.1273], [2.8466, 2.5747, -1.3280], [1.5845, 2.9757, -0.7680], [0.5900, 2.2652, -0.6272], [3.9374, 3.4511, -1.2147], [6.2636, 1.6207, -2.8264], [4.3355, 0.0808, -3.0796], [1.5180, 4.0251, -0.4402], [3.8181, 4.3992, -0.7040], [-1.0294, 0.5252, -2.1980], [-2.5084, 0.8906, -2.2578], [-0.9080, -0.3110, 0.4015], [-1.0882, 0.1700, 1.7921], [0.1051, 0.9110, 2.5528], [1.5536, 0.3873, 2.0856], [1.8545, 0.1951, 0.6525], [1.8080, -1.0875, 3.0488], [1.8801, -2.2791, 2.3490], [1.9404, -3.4690, 3.0617], [1.9338, -3.4464, 4.4480], [1.8595, -2.2384, 5.1358], [1.7866, -1.0464, 4.4372], [2.6133, 1.6035, 2.8169], [3.9262, 1.2450, 3.0827], [4.8194, 2.2253, 3.4845], [4.3967, 3.5426, 3.6050], [3.0806, 3.8872, 3.3263], [2.1768, 2.9149, 2.9251], [-2.4002, 1.3627, 1.9299], [-3.6098, 0.9936, 1.3540], [-4.6585, 1.8964, 1.3592], [-4.4901, 3.1527, 1.9315], [-3.2789, 3.5052, 2.5078], [-2.2200, 2.6052, 2.5134], [-1.6168, -1.1462, 2.8595], [-1.6897, -2.4220, 2.3284], [-2.0562, -3.4674, 3.1663], [-2.3432, -3.2214, 4.5001], [-2.2649, -1.9309, 5.0163], [-1.8954, -0.8809, 4.1949], [-3.3061, 0.0634, -3.6177], [-2.5356, -0.4345, -4.6569], [-3.1704, -1.1107, -5.6875], [-4.5489, -1.2786, -5.6656], [-5.3049, -0.7803, -4.6121], [-4.6823, -0.1086, -3.5717], [-2.7492, 2.6336, -2.6179], [-3.4862, 3.0858, -3.7000], [-3.6195, 4.4552, -3.8864], [-3.0198, 5.3414, -3.0043], [-2.2783, 4.8688, -1.9282], [-2.1415, 3.5063, -1.7242], [1.8663, -2.2626, 1.2666], [1.9884, -4.4104, 2.5306], [1.9839, -4.3746, 5.0020], [1.8519, -2.2299, 6.2175], [1.7088, -0.0998, 4.9579], [4.2471, 0.2163, 2.9747], [5.8455, 1.9606, 3.7004], [5.0973, 4.3054, 3.9174], [2.7566, 4.9148, 3.4247], [1.1482, 3.1605, 2.6992], [-3.7160, 0.0121, 0.9064], [-5.6082, 1.6241, 0.9182], [-5.3107, 3.8580, 1.9307], [-3.1561, 4.4799, 2.9612], [-1.2705, 2.8545, 2.9649], [-1.4545, -2.5869, 1.2843], [-2.1128, -4.4709, 2.7659], [-2.6304, -4.0391, 5.1482], [-2.4890, -1.7472, 6.0584], [-1.8174, 0.1279, 4.5815], [-1.4609, -0.3040, -4.6440], [-2.5873, -1.5078, -6.5073], [-5.0373, -1.8083, -6.4725], [-6.3768, -0.9234, -4.5958], [-5.2571, 0.2771, -2.7382], [-3.9433, 2.3909, -4.3913], [-4.1872, 4.8264, -4.7288], [-3.1262, 6.4070, -3.1585], [-1.8085, 5.5623, -1.2433], [-1.5505, 3.1211, -0.9027], [-1.8147, -4.9538, -0.3840], [-2.2537, -3.8150, -1.0452], [-1.3663, -2.7980, -1.3625], [-0.0188, -2.8941, -1.0172], [0.4206, -4.0560, -0.3765], [-0.4697, -5.0699, -0.0588], [0.8929, -1.8457, -1.3074], [2.1333, -2.2989, -1.8604], [3.3490, -2.0144, -1.2492], [4.5344, -2.4762, -1.8081], [4.5175, -3.2183, -2.9786], [3.3027, -3.4976, -3.5936], [2.1184, -3.0427, -3.0388], [-2.5068, -5.7508, -0.1458], [-3.2947, -3.7222, -1.3299], [-1.7010, -1.9226, -1.8997], [1.4729, -4.1637, -0.1419], [-0.1075, -5.9619, 0.4370], [3.3615, -1.4060, -0.3550], [5.4759, -2.2485, -1.3236], [5.4418, -3.5780, -3.4111], [3.2800, -4.0722, -4.5106], [1.1675, -3.2604, -3.5100]],
  "forces_ev_per_a": [[0.215, -0.538, 0.364], [-0.005, -0.006, -0.001], [0.010, 0.008, -0.005], [0.001, 0.017, 0.011], [-0.015, -0.020, -0.057], [-0.008, 0.120, 0.028], [-0.200, 0.030, 0.143], [-0.017, -0.065, 0.005], [0.043, 0.021, 0.010], [-0.078, 0.015, 0.073], [0.008, 0.012, 0.012], [-0.002, 0.000, -0.004], [-0.002, 0.017, 0.000], [0.001, 0.002, 0.008], [-0.010, -0.002, 0.001], [0.302, -0.140, 0.118], [-0.193, 0.057, -0.098], [0.156, 0.239, -0.296], [-0.065, 0.139, -0.050], [-0.001, 0.031, -0.055], [0.050, 0.070, 0.029], [-0.123, -0.052, -0.253], [-0.003, -0.022, -0.033], [0.009, 0.015, 0.006], [0.009, 0.001, 0.018], [0.001, 0.003, -0.023], [0.001, 0.004, 0.000], [0.008, -0.001, 0.009], [-0.027, -0.015, 0.001], [0.011, -0.019, -0.013], [-0.006, 0.008, 0.008], [-0.009, 0.000, -0.009], [0.011, -0.006, 0.010], [-0.007, 0.005, 0.011], [0.029, 0.012, 0.055], [0.025, -0.033, -0.028], [0.004, 0.024, -0.018], [0.011, 0.016, -0.001], [0.006, -0.013, -0.001], [-0.006, -0.006, 0.001], [-0.001, -0.023, 0.013], [0.009, 0.005, 0.001], [0.003, 0.008, 0.011], [-0.006, -0.016, -0.006], [0.012, 0.018, -0.021], [-0.018, -0.005, 0.004], [0.012, -0.013, 0.014], [0.008, 0.008, 0.020], [-0.018, -0.006, -0.003], [0.006, 0.002, 0.002], [-0.001, -0.010, -0.005], [0.008, -0.005, 0.005], [0.081, 0.027, 0.026], [-0.011, -0.060, -0.003], [0.016, 0.025, 0.021], [0.005, 0.018, -0.017], [-0.042, -0.010, -0.005], [-0.049, -0.023, 0.035], [0.022, 0.013, -0.029], [0.000, -0.003, 0.001], [0.002, -0.004, 0.000], [-0.001, 0.000, 0.001], [-0.001, 0.000, 0.005], [-0.001, -0.002, -0.003], [0.001, 0.003, 0.000], [0.003, -0.001, 0.002], [0.000, 0.001, 0.000], [0.003, 0.006, 0.001], [-0.008, 0.003, -0.005], [-0.001, -0.004, 0.006], [-0.001, -0.004, 0.006], [-0.002, -0.003, -0.008], [-0.001, 0.006, -0.002], [-0.001, -0.005, -0.005], [-0.003, -0.004, 0.006], [-0.002, -0.002, 0.000], [-0.001, -0.002, 0.002], [-0.005, -0.001, 0.006], [0.003, 0.000, -0.002], [-0.001, -0.001, -0.002], [-0.004, 0.000, 0.000], [-0.003, -0.001, -0.002], [-0.008, -0.001, 0.000], [0.001, 0.031, -0.003], [-0.002, -0.003, 0.000], [-0.001, -0.003, -0.001], [-0.005, 0.009, -0.004], [-0.019, -0.006, 0.014], [-0.007, 0.002, -0.005], [-0.017, -0.006, 0.009], [0.052, 0.036, -0.023], [-0.034, -0.073, -0.020], [0.013, 0.004, 0.022], [0.012, 0.006, -0.005], [-0.059, 0.198, -0.055], [-0.031, -0.009, -0.013], [-0.007, 0.000, -0.023], [-0.022, -0.001, 0.009], [0.015, -0.009, -0.005], [-0.013, 0.001, -0.005], [0.010, -0.044, 0.021], [-0.002, 0.001, 0.001], [0.001, 0.005, -0.001], [-0.025, 0.019, 0.003], [0.002, -0.003, -0.001], [0.005, -0.001, 0.000], [0.000, -0.009, 0.046], [0.001, 0.000, 0.004], [0.000, 0.000, 0.000], [-0.005, 0.000, -0.001], [0.005, -0.009, -0.010]]
}